{"formula": "C33H37Cl32FI2N5O4S3", "method": "ωB97M-V with the def2-TZVPD basis set", "multiplicity": 1, "orbital_gap_ev": 6.406, "homo_energy_ev": -9.8, "charge": 1, "symbols": ["C", "C", "C", "C", "S", "C", "C", "C", "O", "F", "N", "C", "C", "O", "C", "C", "C", "N", "O", "C", "N", "N", "C", "C", "C", "C", "S", "C", "S", "N", "C", "C", "O", "C", "C", "C", "I", "C", "C", "I", "H", "H", "H", "H", "H", "H", "H", "H", "H", "H", "H", "H", "H", "H", "H", "H", "H", "H", "H", "H", "H", "H", "H", "H", "H", "H", "H", "H", "H", "H", "H", "H", "H", "H", "H", "H", "H", "C", "Cl", "Cl", "Cl", "Cl", "C", "Cl", "Cl", "Cl", "Cl", "C", "Cl", "Cl", "Cl", "Cl", "C", "Cl", "Cl", "Cl", "Cl", "C", "Cl", "Cl", "Cl", "Cl", "C", "Cl", "Cl", "Cl", "Cl", "C", "Cl", "Cl", "Cl", "Cl", "C", "Cl", "Cl", "Cl", "Cl"], "positions_angstrom": [[-0.3995, -3.3228, 1.5313], [-0.1372, -2.2585, 0.9890], [0.2247, -1.0433, 0.3176], [-0.8353, -0.3449, -0.6934], [-2.3999, -1.3036, -0.5928], [-1.0991, 1.1342, -0.2240], [-2.0831, 1.3948, 0.8944], [-1.8150, 0.9313, 2.2994], [-1.4288, 1.7033, 3.1426], [-2.0650, -0.3202, 2.6674], [0.1562, 1.9781, -0.2213], [0.7162, 2.4933, 1.0446], [0.1596, 3.8379, 1.4689], [0.4932, 3.9751, 2.8138], [0.5449, 5.3213, 3.2817], [-0.6487, 5.6655, 4.1576], [0.9682, 1.5184, -1.1430], [2.2759, 1.3545, -1.0393], [3.0348, 0.8554, -2.0843], [3.4137, 1.7554, -2.9453], [3.8806, 2.5019, -3.7007], [0.3888, 1.0712, -2.3191], [-0.3540, -0.2431, -2.1765], [-1.5299, -0.0437, -3.1795], [-1.9635, -1.1544, -4.1319], [-3.1530, -1.9944, -3.7042], [-3.9340, -2.7733, -5.1455], [-4.6915, -4.2183, -4.3822], [-6.2760, -4.1745, -4.1054], [-3.9509, -5.3413, -4.0410], [-2.6228, -5.3943, -4.6558], [-2.0709, -6.7896, -4.4559], [-2.3594, -7.3259, -3.1864], [-2.6196, -6.3455, -2.2270], [-3.8321, -5.4896, -2.5720], [0.6679, -1.3307, -2.5692], [-0.1069, -3.3113, -2.1206], [1.4588, -1.2845, -3.9179], [1.5368, -2.5846, -4.7223], [1.0649, 0.2309, -5.4061], [-0.3418, -4.3130, 1.8665], [1.2112, -1.2488, -0.0871], [0.4025, -0.3516, 1.1324], [-2.8259, -1.0267, 0.6405], [-1.6552, 1.5110, -1.0701], [-3.0519, 1.0387, 0.5983], [-2.2294, 2.4562, 0.9785], [1.7582, 2.7218, 0.9429], [0.6940, 1.8199, 1.8826], [0.7107, 4.5772, 0.9020], [-0.8883, 3.9876, 1.2157], [0.5911, 6.0338, 2.4709], [1.4345, 5.4089, 3.8824], [-0.2645, 6.2443, 4.9834], [-1.3717, 6.2532, 3.6182], [-1.0887, 4.7710, 4.5607], [2.7703, 1.5228, -0.1739], [-0.2821, 1.8006, -2.5426], [-2.4001, 0.3345, -2.6708], [-1.2612, 0.7684, -3.8294], [-1.1805, -1.8133, -4.4693], [-2.3005, -0.6683, -5.0365], [-3.8904, -1.3534, -3.2444], [-2.9131, -2.7327, -2.9642], [-1.9596, -4.6634, -4.2008], [-2.6742, -5.1926, -5.7064], [-2.5351, -7.4290, -5.1868], [-1.0000, -6.7688, -4.6410], [-1.7319, -5.7352, -2.0720], [-2.8305, -6.8591, -1.3059], [-3.7153, -4.5109, -2.1249], [-4.7023, -5.9738, -2.1708], [1.4417, -1.2525, -1.8297], [2.4890, -1.1140, -3.6817], [2.1208, -3.3352, -4.2162], [2.0976, -2.3287, -5.6053], [0.5786, -2.9218, -5.0814], [-4.5478, 2.5435, 4.6506], [-6.0897, 2.9003, 5.4159], [-4.7693, 2.4061, 2.8930], [-3.4052, 3.8473, 4.9339], [-3.9104, 1.0297, 5.2872], [2.5582, -3.6186, 4.7982], [2.0908, -2.2464, 5.8047], [1.9443, -5.1079, 5.5129], [1.8278, -3.4054, 3.1982], [4.3296, -3.7203, 4.7369], [6.0541, -3.2327, 0.3049], [5.3829, -1.7225, -0.3489], [5.4768, -4.5773, -0.6658], [7.8118, -3.1621, 0.2203], [5.5397, -3.4198, 1.9794], [3.6328, 1.9560, 4.3891], [2.0428, 2.2964, 5.0556], [3.4710, 1.6174, 2.6386], [4.7047, 3.3343, 4.6322], [4.3187, 0.5506, 5.1753], [0.3375, -8.0116, 0.1771], [1.5091, -8.2239, -1.1271], [0.9718, -8.7081, 1.6659], [0.0462, -6.2768, 0.4249], [-1.1693, -8.8087, -0.2585], [3.9197, 5.6696, -0.4469], [2.7084, 6.5668, 0.4568], [5.3943, 5.5250, 0.4972], [3.2870, 4.0255, -0.7756], [4.2501, 6.4771, -1.9674], [-3.2696, 6.7649, 0.7225], [-3.7451, 8.0508, 1.8229], [-3.7804, 5.2053, 1.3926], [-4.0325, 7.0064, -0.8466], [-1.5081, 6.7817, 0.5243], [3.7609, 8.1405, 5.6848], [2.1893, 8.5625, 6.3679], [3.5948, 7.8929, 3.9435], [4.9049, 9.4457, 5.9802], [4.3523, 6.6581, 6.4397]], "forces_ev_per_a": [[0.8475, 2.9272, -1.6608], [-1.2309, -3.0448, 1.1770], [-0.2425, 1.0216, 0.0498], [0.4526, -0.7864, 2.0178], [-0.4218, 0.1712, -0.7506], [-0.9484, -0.0661, -1.3630], [0.1466, -0.3002, 0.5449], [1.0517, 2.3116, 2.2356], [-0.3889, -1.2015, -1.1151], [-0.2143, -0.4278, -0.7738], [0.6649, -0.9033, 1.8325], [-0.1007, 0.5989, 0.1565], [0.1459, 0.2131, -0.2150], [-0.0113, 0.0476, -0.2074], [-0.5339, -0.2391, 0.5665], [0.6103, 0.1417, -0.1077], [-0.1172, -0.8861, -1.4903], [-0.0348, 0.4416, 0.9189], [-0.4113, -0.6972, 0.4749], [1.0863, 1.4892, -1.3000], [-0.7405, -0.9051, 0.8060], [0.1796, 0.3820, 0.5718], [-0.1603, -0.0649, -1.1004], [0.1128, -0.3165, -0.2122], [-0.6587, -0.4345, -0.1449], [-0.2534, 0.0838, 0.2057], [0.2515, -0.0670, -0.4808], [-0.6775, -0.1700, 0.0183], [-0.6036, 0.1298, 0.2088], [1.0025, 1.1542, -0.2375], [0.1183, -0.4713, 0.7763], [-0.0913, 0.2272, -0.2991], [-0.1657, -0.4110, 0.0844], [0.0113, 0.1312, -0.1158], [0.1850, -0.6285, -0.3065], [-0.0455, -0.0743, -0.3416], [0.3687, 0.0154, -0.3581], [-0.5137, -0.7193, -0.3127], [0.1524, 0.7533, -0.3956], [-0.0396, 0.2153, 0.0515], [-0.4948, -0.5822, 0.5432], [0.0905, 0.2726, -0.3133], [0.1704, 0.5870, 0.2008], [0.3896, 0.0515, 0.1945], [-0.3336, 0.3305, -0.2337], [-0.3339, -0.4239, -0.3664], [0.1481, 0.5163, 0.1630], [0.5728, -0.1855, -0.4859], [-0.5525, -0.6592, 0.1267], [0.0271, 0.4576, -0.4211], [-0.3721, -0.1350, 0.3096], [0.2657, 0.0798, -0.4544], [0.5575, -0.0701, 0.0509], [-0.1568, 0.3793, 0.3667], [-0.5124, 0.1133, -0.1064], [-0.1164, -0.3410, 0.0646], [0.4205, -0.0956, -0.1018], [-0.0996, -0.1786, -0.4106], [-0.4335, -0.0428, 0.4676], [0.4413, 0.2978, -0.2849], [0.5126, -0.0899, 0.0793], [0.0566, 0.4207, -0.3827], [-0.3928, 0.2281, 0.1173], [0.2882, -0.4604, 0.2207], [0.2094, 0.3252, 0.0240], [-0.1190, 0.1530, -0.5113], [-0.1213, -0.4883, -0.2419], [0.3539, -0.0898, 0.0438], [0.2759, 0.2363, 0.0872], [0.0572, -0.1621, 0.4091], [-0.0728, 0.3085, 0.3725], [-0.5980, -0.0163, -0.0253], [0.3569, -0.0781, 0.2126], [0.4317, 0.5673, 0.3883], [-0.2013, -0.4542, 0.3994], [0.3213, -0.0773, -0.4340], [-0.3310, -0.3969, 0.1461], [0.0593, -0.0143, 0.1641], [-0.0095, 0.0297, -0.0747], [-0.2481, -0.1969, -0.2033], [-0.0460, 0.0611, 0.1625], [-0.0140, -0.0178, -0.0326], [-0.0167, -0.0926, 0.1828], [0.0115, 0.0449, 0.0536], [-0.0539, -0.0665, 0.0009], [0.6317, 0.0127, 0.3468], [-0.2594, 0.0803, 0.0817], [0.1897, -0.0081, 0.0561], [-0.0948, 0.1693, -0.0442], [-0.1274, -0.1463, -0.0448], [0.0255, 0.0400, 0.0170], [-0.0131, 0.0385, -0.3035], [0.0207, 0.0959, 0.2750], [-0.0227, 0.0002, -0.0448], [0.2391, -0.0419, 0.0313], [-0.1115, 0.0547, -0.1877], [0.0820, -0.2071, -0.0078], [0.0391, -0.1863, -0.0246], [-0.0084, 0.0705, 0.0181], [0.0180, 0.0340, 0.0124], [0.0386, -0.0661, -0.1411], [0.0164, -0.0393, 0.0441], [0.2488, 0.1029, -0.0191], [-0.1018, 0.0859, 0.1121], [-0.0348, -0.0304, 0.0405], [0.0588, 0.3650, 0.0180], [-0.0358, -0.0828, -0.0311], [-0.1226, 0.0641, -0.0369], [0.0208, -0.0038, 0.0322], [0.1163, 0.0006, 0.0222], [0.0104, -0.0147, -0.0196], [0.0362, -0.0089, -0.0281], [0.0374, 0.0766, 0.1050], [-0.0430, -0.0178, -0.0003], [-0.0166, -0.0863, -0.1510], [0.0115, 0.0255, 0.0041], [-0.0196, -0.0626, -0.0080]]}

***

{"formula": "C33H37Cl4F9O30", "method": "ωB97M-V with the def2-TZVPD basis set", "multiplicity": 1, "smiles": "O=C1OC[C@@H](F)O1.O=C1OC[C@@H](F)O1.O=C1OC[C@@H](F)O1.O=C1OC[C@@H](F)O1.O=C1OC[C@@H](F)O1.O=C1OC[C@@H](F)O1.O=C1OC[C@@H](F)O1.O=C1OC[C@@H](F)O1.O=C1OC[C@@H](F)O1.C[C@H]1COC(=O)O1.ClCCl.ClCCl", "orbital_gap_ev": 10.737, "homo_energy_ev": -10.8, "symbols": ["O", "C", "O", "C", "C", "F", "O", "H", "H", "H", "O", "C", "O", "C", "C", "F", "O", "H", "H", "H", "O", "C", "O", "C", "C", "F", "O", "H", "H", "H", "O", "C", "O", "C", "C", "F", "O", "H", "H", "H", "O", "C", "O", "C", "C", "F", "O", "H", "H", "H", "O", "C", "O", "C", "C", "F", "O", "H", "H", "H", "O", "C", "O", "C", "C", "F", "O", "H", "H", "H", "O", "C", "O", "C", "C", "F", "O", "H", "H", "H", "O", "C", "O", "C", "C", "F", "O", "H", "H", "H", "C", "C", "C", "O", "C", "O", "O", "H", "H", "H", "H", "H", "H", "Cl", "C", "Cl", "H", "H", "Cl", "C", "Cl", "H", "H"], "positions_angstrom": [[15.4594, -11.6081, -13.8259], [16.0701, -11.8211, -14.8387], [16.4850, -13.1366, -15.2732], [16.7275, -13.1204, -16.6558], [16.8976, -11.6039, -16.9060], [16.1306, -11.3412, -17.9239], [16.4040, -10.9585, -15.7733], [17.6712, -13.6491, -16.7892], [15.9664, -13.6421, -17.2360], [17.9230, -11.4653, -17.2486], [11.8782, -1.0692, -5.4769], [13.0560, -0.7471, -5.6733], [13.5097, 0.0443, -6.6509], [14.8822, -0.0200, -6.8387], [15.3514, -0.7710, -5.5938], [16.0358, 0.0099, -4.6940], [14.1481, -1.2294, -4.9816], [15.1830, -0.4887, -7.7758], [15.2758, 0.9942, -6.7709], [15.9866, -1.5911, -5.9287], [16.2967, -11.1652, -7.1947], [15.1716, -11.2498, -7.7686], [13.9873, -11.3597, -7.1313], [13.0422, -11.8162, -8.0428], [13.5513, -11.1021, -9.2740], [13.1340, -9.8136, -9.2614], [14.9290, -11.1675, -9.0501], [13.0408, -12.8711, -8.3168], [12.0293, -11.4544, -7.8662], [13.1580, -11.5729, -10.1750], [21.8502, -13.6584, -12.9405], [21.0256, -13.4319, -12.0964], [21.2266, -13.3000, -10.7252], [19.9389, -13.2630, -10.1006], [19.0734, -12.7177, -11.1466], [19.1021, -11.3994, -10.9045], [19.7114, -13.1349, -12.3465], [19.6081, -14.2896, -9.9430], [19.8279, -12.7302, -9.1562], [18.0174, -12.9680, -11.0444], [11.6960, -6.3514, -3.2422], [12.5993, -6.2511, -4.0645], [12.6063, -5.4482, -5.1729], [13.7203, -5.6367, -5.9387], [14.6801, -6.1671, -4.8377], [15.4420, -5.2272, -4.1631], [13.7997, -6.8365, -4.0141], [13.4121, -6.4073, -6.6453], [14.0198, -4.7071, -6.4225], [15.3695, -6.9170, -5.2255], [16.7359, -5.5944, -17.1202], [16.7841, -5.6907, -18.3353], [17.7292, -6.3476, -18.9843], [17.6201, -6.3013, -20.4063], [16.1718, -5.9085, -20.4832], [15.4919, -7.0909, -20.5713], [15.7923, -5.2755, -19.2541], [18.3283, -5.5966, -20.8424], [17.7584, -7.2989, -20.8232], [15.7984, -5.4164, -21.3813], [13.2656, -2.8435, -10.3414], [12.2660, -3.1943, -10.9869], [11.2263, -3.7107, -10.3923], [10.1866, -3.8627, -11.3443], [10.9039, -3.7540, -12.6724], [10.1504, -3.0592, -13.4493], [12.1020, -3.1394, -12.2978], [9.7302, -4.8432, -11.2084], [9.3691, -3.1475, -11.2540], [11.0878, -4.7040, -13.1743], [21.0700, -9.0645, -15.2650], [21.7144, -8.4845, -14.3922], [21.5128, -8.4481, -13.0833], [22.1929, -7.3493, -12.5022], [23.2703, -7.0514, -13.5545], [24.4430, -7.5391, -13.2336], [22.7698, -7.6435, -14.7081], [21.5546, -6.4660, -12.4816], [22.6230, -7.5432, -11.5195], [23.3790, -5.9811, -13.7298], [17.9596, 1.3468, -10.8521], [18.7232, 0.6013, -10.2904], [19.9379, 1.0447, -9.8253], [20.6860, -0.1131, -9.4706], [19.5970, -1.1089, -9.1377], [19.2123, -0.9478, -7.8993], [18.6331, -0.6872, -10.0362], [21.4704, -0.3700, -10.1825], [21.2478, 0.0484, -8.5506], [19.7544, -2.1791, -9.2717], [14.8703, -6.9999, -12.7081], [16.0102, -7.2066, -11.6801], [17.2363, -6.4826, -12.1093], [17.7646, -6.0222, -10.8864], [16.8479, -6.0409, -9.8953], [16.9401, -5.5052, -8.7789], [15.6870, -6.5949, -10.4009], [13.9587, -7.3174, -12.2018], [15.0795, -7.6110, -13.5861], [14.7989, -5.9714, -13.0622], [16.1135, -8.2867, -11.5761], [17.1298, -5.6907, -12.8507], [17.8437, -7.2659, -12.5628], [14.9634, -1.4504, -15.1759], [16.3021, -0.8809, -14.2541], [17.7297, -0.7122, -15.2820], [15.9453, 0.0430, -13.7989], [16.5754, -1.6571, -13.5393], [11.7001, -7.6450, -17.1212], [12.7347, -8.9201, -17.8436], [12.3256, -10.4800, -17.1864], [12.5381, -8.9347, -18.9156], [13.8117, -8.7526, -17.8303]], "forces_ev_per_a": [[1.3421, -0.1785, -1.3869], [-0.9179, -3.0774, 0.9786], [-1.5146, 1.5709, 1.9742], [1.3904, 0.2255, 1.1255], [0.9369, -3.0316, -0.2431], [-1.9765, 1.6755, -2.5158], [0.8564, 1.1527, -0.5571], [0.0298, 0.0457, -0.2661], [-0.3297, 0.5073, 0.0282], [0.1928, 1.1845, 0.9388], [4.1279, 1.3752, -0.3975], [-2.4517, -1.5810, 0.4206], [-2.0593, 0.3586, -0.7894], [0.9598, 0.7976, 1.2317], [-0.2538, -0.4893, -0.2269], [-0.3299, -0.2095, -0.4495], [0.1826, 0.0615, -0.4414], [-0.3163, -0.1248, 0.0642], [0.1026, 0.0273, -0.3071], [0.0373, -0.2579, 0.8282], [-4.8882, -0.4887, -2.7490], [4.1862, 0.8038, 4.1650], [0.6185, -0.9705, 2.0018], [-0.9615, 0.9902, -1.8994], [-1.2802, -0.8610, 0.3207], [0.2054, 0.6528, -0.2035], [0.7921, 0.2420, -2.8209], [0.2309, -0.3351, 0.8690], [0.1942, -0.1550, 0.6304], [0.9395, 0.1314, -0.3741], [-1.3795, 0.1187, 1.6660], [0.8211, 0.8698, 0.2696], [0.2617, -0.2969, -0.8439], [0.0249, -2.2241, 0.4494], [-0.2570, -0.4398, 0.3976], [0.0574, 2.2836, -1.2657], [-0.7289, 0.4580, 0.0683], [0.2615, -0.2973, 0.3417], [0.7584, 0.2069, -0.2886], [0.1295, -0.6188, -0.8121], [2.4970, 0.0172, -2.5771], [-2.4858, 1.2811, 1.3176], [-3.3368, 0.7153, 2.0056], [1.4419, -0.2232, 0.4382], [1.2944, -0.9358, -2.0665], [-1.0496, -0.2713, -0.3506], [0.4712, -0.4616, 1.4103], [0.9730, -0.1217, -0.4258], [0.0595, -0.1729, 0.0752], [0.1671, 0.1831, 0.1028], [-0.1379, 0.2608, -3.1589], [-1.3995, -0.0921, 2.2677], [1.7556, -0.4024, 0.2227], [-0.3985, 0.6008, 0.7143], [-1.4010, 0.1884, -0.7551], [-0.7875, -1.0328, 0.4347], [1.9572, -0.7613, -0.4365], [-0.0512, 0.0819, 0.1824], [0.0283, 0.1432, 0.1390], [0.4107, 0.9787, 0.4533], [-2.5556, -0.8236, -2.4853], [4.1346, 1.4496, 3.1570], [-1.7077, -0.3379, 0.7488], [-0.5491, -1.5682, 0.4166], [0.2520, -2.1180, 2.1586], [-1.2638, 2.4807, -2.5782], [0.8045, 0.6026, -1.6520], [0.1271, -0.0519, 0.0697], [0.4148, 0.4558, 0.1074], [0.4247, -0.0905, 0.0793], [1.8418, 1.3405, 3.0044], [-0.9360, -0.5015, -3.3100], [-0.8831, -0.6792, 0.7511], [0.7761, 0.7402, -0.7516], [-1.8700, 1.3562, 0.0682], [2.0352, -1.1079, 0.4457], [-0.4713, -0.5896, -0.2082], [-0.3759, -0.2226, 0.2821], [-0.2599, -0.3890, -0.1728], [0.0833, 0.0283, -0.1159], [0.6249, -1.7702, 0.8472], [0.4643, 3.2718, -0.8048], [0.0391, -0.5061, -0.3172], [1.3021, 0.1768, 1.5298], [1.6226, -0.7037, -2.3547], [-1.1055, 0.5301, 2.4118], [-2.5180, -1.4260, -0.4266], [-0.6118, -0.2169, -0.5981], [-0.1473, 0.4716, 0.1173], [0.2646, 0.1349, -0.4122], [0.4202, -0.1519, 0.9055], [-2.4048, 0.8309, -1.0078], [0.5956, -1.3592, -0.3148], [1.2261, 0.5514, 1.0771], [-1.4696, 1.8090, 1.7308], [0.0703, -2.1102, -3.6711], [1.1083, -0.1690, 0.3614], [-0.2117, 0.0092, -0.4306], [-0.1485, -0.2099, 0.0866], [-0.0708, 0.0822, 0.3165], [0.4033, 0.0802, 0.4631], [-0.3153, 0.2559, 0.3758], [0.7773, 0.3686, 0.1072], [-1.1098, -0.5744, -0.7164], [0.3337, -0.2802, 0.5668], [0.2309, 0.4677, 0.0055], [0.7790, -0.0155, 0.0317], [-0.2325, 0.4016, 0.1623], [0.7665, -0.2361, -0.2044], [-0.1452, 0.3952, -1.1660], [0.1127, -0.4722, 0.2288], [-0.4995, -0.0214, 0.1717], [-0.1761, 0.3344, 0.9881]]}